Formula: C4H2O2S2
Source: the Open Molecules 2025 dataset
Level of theory: ωB97M-V/def2-TZVPD

ORCA input file:
```
! wB97M-V def2-TZVPD RIJCOSX def2/J DEFGRID3
* xyz 0 1
S 2.997 -2.629 -3.036
O 2.078 -1.811 0.007
C 1.227 -0.956 -0.290
S 1.433 -1.386 -3.157
C -0.204 0.191 1.587
O 3.164 -3.047 -4.455
H -0.763 0.412 2.451
H 0.234 0.106 -2.129
C 0.813 -0.711 -1.723
C 0.426 -0.300 0.679
*
```

As for the energy above the lowest of the compared OMol25 structures with the same formula, charge and spin: 69.5 kcal per mole. The calculation puts the HOMO-LUMO gap (spin up / spin down) at 7.190 / 7.170 eV.

***

Formula: C4H2O3
Source: the Open Molecules 2025 dataset
Level of theory: ωB97M-V/def2-TZVPD

ORCA input file:
```
! wB97M-V def2-TZVPD RIJCOSX def2/J DEFGRID3
* xyz 0 1
C -1.412 -0.041 -0.005
O 0.059 2.232 0.002
C 0.657 -0.212 -0.041
H -0.496 -2.178 0.108
O 2.009 -0.350 0.024
C -0.140 1.030 0.024
H 2.337 0.548 -0.095
C -0.397 -1.103 -0.018
O -2.617 0.074 0.001
*
```

As for the energy above the lowest of the compared OMol25 structures with the same formula, charge and spin: 36.8 kcal per mole. Its structure (SMILES) is O=c1cc(O)c1=O. The calculation puts the HOMO-LUMO gap at 9.003 eV.

***

Formula: C4H2O3
Source: the Open Molecules 2025 dataset
Level of theory: ωB97M-V/def2-TZVPD

ORCA input file:
```
! wB97M-V def2-TZVPD RIJCOSX def2/J DEFGRID3
* xyz 0 1
O 0.833 0.647 -2.457
C 0.338 -0.101 -1.718
H -0.545 0.708 0.007
C -0.761 -1.389 -0.437
O -1.049 -2.809 -1.847
H 0.895 -0.417 0.532
C -0.515 -1.499 -1.753
C 0.027 -0.139 -0.146
O -1.400 -2.615 -0.434
*
```

As for the energy above the lowest of the compared OMol25 structures with the same formula, charge and spin: 178.5 kcal per mole. Its structure (SMILES) is O=C1Cc2ooc21. The calculation puts the HOMO-LUMO gap at 9.681 eV.

***

Formula: C4H2O5Tb
Source: the Open Molecules 2025 dataset
Level of theory: ωB97M-V/def2-TZVPD

ORCA input file:
```
! wB97M-V def2-TZVPD RIJCOSX def2/J DEFGRID3
* xyz 2 8
O 2.481 0.609 0.490
O 0.488 -0.187 0.968
Tb -0.906 1.061 2.578
C 1.461 0.380 5.346
O 1.917 0.292 6.398
C 3.581 0.660 -0.424
C 1.514 -0.286 0.336
H 1.689 -1.063 -0.424
O 0.988 0.441 4.283
O 3.611 0.118 -1.490
H 5.099 1.915 0.508
C 4.709 0.891 0.417
*
```

As for the energy above the lowest of the compared OMol25 structures with the same formula, charge and spin: 63.9 kcal per mole. The calculation puts the HOMO-LUMO gap (spin up / spin down) at 7.901 / 7.089 eV.

***

Formula: C4H2O6Sr
Source: the Open Molecules 2025 dataset
Level of theory: ωB97M-V/def2-TZVPD

ORCA input file:
```
! wB97M-V def2-TZVPD RIJCOSX def2/J DEFGRID3
* xyz 1 2
O -3.178 1.058 -0.451
O -1.624 2.062 0.750
C 0.423 -0.452 0.538
C 1.338 -1.612 0.212
Sr -4.809 3.051 -0.470
O 3.030 -0.863 0.097
H 0.603 0.091 1.483
H 1.296 -2.583 0.707
O -0.783 -0.455 0.106
O 1.642 -1.584 -1.162
C -2.125 1.171 0.129
O 1.754 0.586 -0.949
C 2.434 -0.470 -0.991
*
```

The calculation puts the HOMO-LUMO gap (spin up / spin down) at 4.253 / 8.520 eV.

***

Formula: C4H2OSr
Source: the Open Molecules 2025 dataset
Level of theory: ωB97M-V/def2-TZVPD

ORCA input file:
```
! wB97M-V def2-TZVPD RIJCOSX def2/J DEFGRID3
* xyz 1 2
Sr 2.938 -0.081 -0.315
O 0.075 -2.232 -0.217
C 0.568 -1.272 0.304
C -1.500 1.018 -0.593
C -1.119 0.572 0.487
C 0.289 0.098 0.477
H -2.130 1.312 -1.418
H 0.879 0.586 1.273
*
```

As for the energy above the lowest of the compared OMol25 structures with the same formula, charge and spin: 50.4 kcal per mole. The calculation puts the HOMO-LUMO gap (spin up / spin down) at 5.495 / 5.482 eV.